Entry 1:
A structure of composition C44H38Cl5N5O3SeTm at a distorted geometry. Source: OMol25; level of theory: ωB97M-V with the def2-TZVPD basis set.

Net charge: -1
HOMO (spin up / spin down), eV: -3.73 / -3.73
Orbital gap (spin up / spin down), eV: 4.451 / 4.453
Multiplicity: 3
Expectation value of S²: 2.002
Lowest unoccupied orbital energy (spin up / spin down), eV: 0.72 / 0.72

Geometry (Å):
Tm1 0.142 0.473 -0.806
C1 -1.092 -0.524 2.417
O1 -0.463 0.553 1.675
C2 -0.415 1.820 2.204
C3 -0.875 2.193 3.473
C4 -0.748 3.525 3.893
C5 -0.387 4.476 2.954
C6 0.121 4.102 1.713
C7 0.279 2.742 1.406
N1 0.920 2.372 0.263
N2 1.918 3.181 -0.064
C8 2.459 2.950 -1.290
C9 1.877 2.182 -2.331
O2 0.622 1.793 -2.341
C10 2.721 1.816 -3.439
C11 3.983 2.298 -3.528
C12 4.398 3.397 -2.727
C13 5.340 4.336 -3.164
C14 5.752 5.382 -2.364
C15 5.206 5.553 -1.086
C16 4.187 4.680 -0.670
C17 3.736 3.665 -1.496
H1 -1.956 -0.099 2.942
H2 -0.342 -0.960 3.096
H3 -1.416 -1.337 1.723
H4 -1.288 1.427 4.177
H5 -0.997 3.788 4.893
H6 -0.398 5.535 3.247
H7 0.418 4.845 1.002
H8 2.280 1.074 -4.159
H9 4.730 1.866 -4.176
H10 5.708 4.172 -4.161
H11 6.584 5.995 -2.738
H12 5.466 6.428 -0.491
H13 3.794 4.813 0.339
Cl1 1.417 -1.309 -4.284
C18 1.910 -1.820 -2.699
C19 2.009 -0.970 -1.605
C20 2.823 -1.299 -0.527
Cl2 2.982 -0.237 0.878
C21 3.419 -2.559 -0.460
Cl3 4.794 -2.924 0.498
C22 3.042 -3.547 -1.417
Cl4 3.179 -5.207 -1.121
C23 2.401 -3.184 -2.599
Cl5 2.166 -4.326 -3.887
N3 -2.750 0.284 -6.452
C24 -2.493 0.642 -5.131
O3 -2.518 1.809 -4.718
C25 -2.190 -0.496 -4.157
C26 -2.673 -1.812 -4.236
C27 -2.374 -2.704 -3.206
C28 -1.682 -2.272 -2.089
N4 -1.232 -0.985 -1.982
C29 -1.497 -0.118 -3.019
H14 -3.032 1.037 -7.038
H15 -2.850 -0.677 -6.709
H16 -3.234 -2.126 -5.118
H17 -2.600 -3.772 -3.185
H18 -1.541 -2.920 -1.245
H19 -1.246 0.947 -2.950
C30 -1.526 -4.643 7.268
C31 -1.057 -4.529 5.849
C32 0.197 -3.986 5.475
C33 0.636 -3.898 4.171
C34 2.081 -3.705 3.882
C35 -0.273 -4.216 3.132
Se1 0.063 -4.002 1.245
C36 -1.506 -4.779 3.512
C37 -2.385 -5.319 2.398
C38 -1.851 -5.009 4.809
H20 -1.066 -5.564 7.683
H21 -2.574 -4.859 7.270
H22 -1.181 -3.821 7.871
H23 0.953 -3.816 6.229
H24 2.548 -3.072 4.670
H25 2.274 -3.200 2.911
H26 2.558 -4.697 3.972
H27 -2.608 -4.549 1.621
H28 -3.384 -5.687 2.894
H29 -1.975 -6.192 1.907
H30 -2.800 -5.513 4.947
C39 -1.324 4.159 -1.684
C40 -2.340 3.132 -1.453
C41 -3.736 3.437 -1.519
C42 -4.391 2.321 -1.076
C43 -3.402 1.341 -0.700
C44 -3.755 0.026 -0.156
N5 -2.124 1.855 -0.973
H31 -1.125 4.275 -2.783
H32 -0.410 3.941 -1.073
H33 -1.778 5.128 -1.319
H34 -4.196 4.356 -1.946
H35 -5.471 2.151 -1.011
H36 -4.503 -0.475 -0.774
H37 -4.154 0.112 0.904
H38 -2.911 -0.671 -0.081

So, what does the Löwdin scheme give us? The charges, in e, come out as:
1 Tm 1.398
2 C -0.033
3 O -0.217
4 C -0.208
5 C -0.002
6 C -0.083
7 C -0.088
8 C -0.005
9 C -0.233
10 N -0.074
11 N 0.147
12 C -0.146
13 C -0.311
14 O -0.214
15 C 0.005
16 C -0.006
17 C -0.178
18 C -0.047
19 C -0.103
20 C -0.076
21 C -0.032
22 C -0.097
23 H 0.092
24 H 0.106
25 H 0.060
26 H 0.124
27 H 0.092
28 H 0.106
29 H 0.104
30 H 0.084
31 H 0.119
32 H 0.105
33 H 0.102
34 H 0.099
35 H 0.109
36 Cl 0.704
37 C -0.685
38 C -0.268
39 C -0.703
40 Cl 0.676
41 C -0.719
42 Cl 0.683
43 C -0.749
44 Cl 0.689
45 C -0.695
46 Cl 0.635
47 N 0.166
48 C -0.426
49 O 0.069
50 C -0.107
51 C 0.008
52 C -0.034
53 C -0.080
54 N -0.036
55 C -0.115
56 H 0.096
57 H 0.079
58 H 0.111
59 H 0.117
60 H 0.076
61 H 0.086
62 C -0.070
63 C -0.278
64 C -0.038
65 C -0.342
66 C -0.095
67 C -0.586
68 Se 0.498
69 C -0.345
70 C -0.155
71 C -0.055
72 H 0.082
73 H 0.058
74 H 0.065
75 H 0.104
76 H 0.076
77 H 0.034
78 H 0.091
79 H 0.032
80 H 0.091
81 H 0.050
82 H 0.102
83 C -0.078
84 C -0.411
85 C -0.115
86 C -0.116
87 C -0.381
88 C -0.090
89 N -0.001
90 H 0.086
91 H 0.046
92 H 0.087
93 H 0.098
94 H 0.086
95 H 0.071
96 H 0.090
97 H 0.032

***

Entry 2:
A cluster of 8 separate species, C44H39BrFN8O15 in total. Source: OMol25; level of theory: ωB97M-V with the def2-TZVPD basis set.

Net charge: +1
HOMO, eV: -10.94
Orbital gap, eV: 7.063
Lowest unoccupied orbital energy, eV: -3.88

Geometry (Å):
O1 -2.636 3.704 3.166
C1 -3.581 3.238 2.634
Br1 -5.365 3.416 3.278
C2 -3.436 2.396 1.364
N1 -2.772 3.200 0.297
F1 -3.090 4.526 0.392
H1 -4.373 2.022 0.975
H2 -2.808 1.544 1.611
H3 -3.127 2.903 -0.629
H4 -1.751 3.100 0.295
C3 -0.943 4.144 -5.773
C4 -1.023 2.799 -6.107
C5 -1.540 1.888 -5.202
C6 -1.970 2.348 -3.970
C7 -1.892 3.688 -3.617
C8 -1.375 4.589 -4.528
N2 -2.535 1.382 -3.027
O2 -2.602 0.229 -3.337
O3 -2.915 1.788 -1.918
H5 -0.544 4.852 -6.486
H6 -0.684 2.454 -7.074
H7 -1.602 0.840 -5.458
H8 -2.235 4.035 -2.654
H9 -1.313 5.638 -4.270
C9 0.555 -3.511 -3.021
C10 1.847 -3.104 -3.324
C11 2.094 -2.396 -4.490
C12 1.031 -2.092 -5.321
C13 -0.261 -2.494 -5.037
C14 -0.496 -3.213 -3.877
N3 1.276 -1.296 -6.535
O4 2.417 -0.966 -6.775
O5 0.313 -0.999 -7.220
H10 0.369 -4.061 -2.108
H11 2.651 -3.342 -2.649
H12 3.094 -2.072 -4.737
H13 -1.074 -2.244 -5.701
H14 -1.501 -3.529 -3.637
C15 1.495 -3.046 3.751
C16 1.784 -4.405 3.751
C17 2.186 -5.022 2.579
C18 2.291 -4.258 1.430
C19 1.997 -2.904 1.406
C20 1.596 -2.300 2.587
N4 2.738 -4.911 0.192
O6 2.965 -6.104 0.228
O7 2.850 -4.225 -0.807
H15 1.187 -2.560 4.665
H16 1.703 -4.980 4.663
H17 2.418 -6.077 2.562
H18 2.081 -2.334 0.493
H19 1.355 -1.249 2.616
C21 3.037 4.508 2.408
C22 1.792 3.932 2.635
C23 1.492 2.694 2.090
C24 2.451 2.051 1.328
C25 3.693 2.606 1.090
C26 3.982 3.847 1.635
N5 2.145 0.722 0.771
O8 1.031 0.269 0.974
O9 3.017 0.149 0.160
H20 3.271 5.472 2.838
H21 1.059 4.446 3.242
H22 0.533 2.229 2.267
H23 4.423 2.081 0.491
H24 4.950 4.296 1.460
C27 -7.043 7.262 -0.774
C28 -7.089 8.012 -1.942
C29 -5.928 8.273 -2.656
C30 -4.731 7.774 -2.179
C31 -4.662 7.043 -1.010
C32 -5.825 6.781 -0.310
N6 -3.491 8.003 -2.939
O10 -3.560 8.660 -3.951
O11 -2.468 7.495 -2.508
H25 -7.953 7.052 -0.229
H26 -8.034 8.390 -2.305
H27 -5.957 8.848 -3.569
H28 -3.715 6.676 -0.649
H29 -5.763 6.200 0.601
C33 4.382 2.475 7.071
C34 4.169 1.359 7.868
C35 3.175 0.450 7.541
C36 2.412 0.681 6.412
C37 2.604 1.789 5.607
C38 3.599 2.691 5.944
N7 1.371 -0.291 6.047
O12 1.212 -1.253 6.767
O13 0.731 -0.083 5.030
H30 5.162 3.179 7.328
H31 4.778 1.193 8.745
H32 3.001 -0.422 8.153
H33 1.992 1.945 4.731
H34 3.765 3.562 5.325
C39 2.322 -9.325 -1.214
C40 1.397 -8.655 -0.425
C41 0.296 -9.330 0.077
C42 0.144 -10.671 -0.221
C43 1.051 -11.356 -1.008
C44 2.148 -10.671 -1.507
N8 -1.016 -11.395 0.326
O14 -1.808 -10.763 0.998
O15 -1.113 -12.579 0.075
H35 3.182 -8.793 -1.598
H36 1.542 -7.607 -0.201
H37 -0.432 -8.823 0.691
H38 0.905 -12.403 -1.227
H39 2.868 -11.191 -2.123

Here are the Löwdin charges for atoms 1 to 99, given in e:
1 O 0.085
2 C -0.841
3 Br 0.845
4 C -0.071
5 N 0.123
6 F 0.070
7 H 0.125
8 H 0.159
9 H 0.128
10 H 0.209
11 C -0.036
12 C -0.033
13 C 0.018
14 C -0.143
15 C -0.006
16 C -0.046
17 N -0.306
18 O 0.151
19 O -0.019
20 H 0.119
21 H 0.121
22 H 0.121
23 H 0.099
24 H 0.105
25 C -0.061
26 C -0.054
27 C 0.009
28 C -0.154
29 C -0.016
30 C -0.065
31 N -0.354
32 O 0.084
33 O 0.056
34 H 0.104
35 H 0.078
36 H 0.120
37 H 0.116
38 H 0.109
39 C -0.054
40 C -0.050
41 C 0.003
42 C -0.138
43 C 0.007
44 C -0.058
45 N -0.317
46 O 0.064
47 O 0.053
48 H 0.078
49 H 0.113
50 H 0.122
51 H 0.101
52 H 0.074
53 C -0.066
54 C -0.077
55 C -0.034
56 C -0.144
57 C 0.012
58 C -0.047
59 N -0.334
60 O 0.042
61 O 0.107
62 H 0.114
63 H 0.113
64 H 0.107
65 H 0.126
66 H 0.116
67 C -0.059
68 C -0.049
69 C 0.010
70 C -0.146
71 C -0.024
72 C -0.071
73 N -0.347
74 O 0.103
75 O 0.050
76 H 0.112
77 H 0.115
78 H 0.125
79 H 0.095
80 H 0.097
81 C -0.060
82 C -0.054
83 C 0.006
84 C -0.141
85 C -0.003
86 C -0.059
87 N -0.342
88 O 0.088
89 O 0.054
90 H 0.111
91 H 0.113
92 H 0.123
93 H 0.093
94 H 0.099
95 C -0.062
96 C -0.064
97 C -0.002
98 C -0.150
99 C -0.004

***

Entry 3:
A structure of composition C44H39BrN2ORhSb2 at a distorted geometry. Source: OMol25; level of theory: ωB97M-V with the def2-TZVPD basis set.

Net charge: +1
HOMO (spin up / spin down), eV: -8.53 / -8.53
Energy relative to the best compared isomer or geometry (same formula, charge and spin), kJ/mol: 206.6
Orbital gap (spin up / spin down), eV: 4.827 / 4.828
Lowest unoccupied orbital energy (spin up / spin down), eV: -3.70 / -3.70

Geometry (Å):
Rh1 1.808 -1.162 0.408
Br1 0.315 -3.502 -6.507
C1 0.617 -2.572 -4.890
C2 0.213 -1.233 -4.779
C3 0.419 -0.565 -3.602
C4 0.960 -1.189 -2.456
O1 1.081 -0.478 -1.364
C5 1.348 -2.553 -2.582
C6 1.903 -3.343 -1.534
N1 1.856 -3.073 -0.273
C7 2.401 -3.945 0.704
C8 2.500 -5.304 0.576
C9 3.102 -6.077 1.590
C10 3.611 -5.488 2.710
C11 3.477 -4.092 2.897
C12 3.988 -3.400 4.020
C13 3.789 -2.056 4.129
C14 3.058 -1.385 3.135
N2 2.600 -1.988 2.060
C15 2.830 -3.334 1.908
C16 1.200 -3.200 -3.832
H1 -0.263 -0.741 -5.616
H2 0.122 0.473 -3.514
H3 2.420 -4.250 -1.851
H4 2.113 -5.798 -0.306
H5 3.181 -7.147 1.457
H6 4.111 -6.077 3.468
H7 4.538 -3.949 4.774
H8 4.182 -1.497 4.966
H9 2.823 -0.334 3.229
H10 1.516 -4.231 -3.934
C17 1.393 2.654 -1.271
C18 1.924 3.350 -0.016
C19 2.187 2.400 1.126
Sb1 0.290 1.218 1.738
C20 -0.674 2.988 2.523
C21 -0.983 3.031 3.884
C22 -1.576 4.153 4.445
C23 -1.857 5.261 3.660
C24 -1.550 5.235 2.307
C25 -0.968 4.104 1.745
C26 -1.564 -0.028 1.996
C27 -2.861 0.476 2.016
C28 -3.935 -0.395 2.159
C29 -3.715 -1.762 2.288
C30 -2.422 -2.265 2.268
C31 -1.348 -1.391 2.121
Sb2 -0.522 1.637 -0.978
C32 -2.027 -0.407 -1.279
C33 -2.898 -0.052 -2.294
C34 -3.308 -1.040 -3.188
C35 -2.829 -2.334 -3.058
C36 -1.961 -2.659 -2.023
C37 -1.543 -1.686 -1.121
C38 -1.689 3.262 -1.734
C39 -1.376 3.673 -3.030
C40 -2.124 4.666 -3.648
C41 -3.192 5.242 -2.975
C42 -3.521 4.819 -1.694
C43 -2.784 3.818 -1.077
H11 2.081 1.878 -1.612
H12 1.254 3.381 -2.070
H13 1.265 4.155 0.312
H14 2.866 3.833 -0.312
H15 2.528 2.893 2.039
H16 2.867 1.598 0.828
H17 -0.767 2.175 4.515
H18 -1.818 4.164 5.500
H19 -2.315 6.139 4.097
H20 -1.760 6.093 1.680
H21 -0.770 4.113 0.684
H22 -3.037 1.544 1.923
H23 -4.946 -0.005 2.173
H24 -4.553 -2.435 2.412
H25 -2.250 -3.330 2.367
H26 -0.326 -1.778 2.094
H27 -3.277 0.959 -2.389
H28 -4.001 -0.782 -3.979
H29 -3.141 -3.096 -3.761
H30 -1.595 -3.673 -1.919
H31 -0.864 -1.946 -0.322
H32 -0.552 3.210 -3.564
H33 -1.880 4.980 -4.655
H34 -3.776 6.016 -3.455
H35 -4.359 5.267 -1.175
H36 -3.055 3.487 -0.081
C44 3.702 -0.868 -0.214
H37 4.112 0.010 0.280
H38 3.664 -0.722 -1.293
H39 4.318 -1.739 0.017

So, what does the Löwdin scheme give us? The charges, in e, come out as:
1 Rh 0.901
2 Br 0.765
3 C -0.691
4 C -0.085
5 C -0.014
6 C -0.348
7 O -0.354
8 C -0.134
9 C -0.044
10 N -0.009
11 C -0.185
12 C 0.006
13 C -0.045
14 C -0.010
15 C -0.137
16 C 0.021
17 C -0.018
18 C -0.087
19 N -0.051
20 C -0.146
21 C -0.081
22 H 0.115
23 H 0.089
24 H 0.142
25 H 0.119
26 H 0.117
27 H 0.124
28 H 0.130
29 H 0.118
30 H 0.096
31 H 0.115
32 C -0.334
33 C -0.369
34 C -0.392
35 Sb 1.320
36 C -0.384
37 C -0.134
38 C -0.081
39 C -0.079
40 C -0.074
41 C -0.160
42 C -0.427
43 C -0.135
44 C -0.078
45 C -0.083
46 C -0.092
47 C -0.209
48 Sb 1.551
49 C -0.151
50 C -0.130
51 C -0.071
52 C -0.069
53 C -0.065
54 C -0.136
55 C -0.395
56 C -0.142
57 C -0.071
58 C -0.068
59 C -0.067
60 C -0.129
61 H 0.051
62 H 0.051
63 H 0.083
64 H 0.116
65 H 0.048
66 H -0.004
67 H 0.096
68 H 0.107
69 H 0.106
70 H 0.109
71 H 0.048
72 H 0.092
73 H 0.105
74 H 0.104
75 H 0.103
76 H 0.053
77 H 0.092
78 H 0.111
79 H 0.112
80 H 0.115
81 H 0.074
82 H 0.090
83 H 0.110
84 H 0.110
85 H 0.111
86 H 0.096
87 C -0.118
88 H 0.013
89 H 0.027
90 H 0.025